(1)
H11O5S | ωB97M-V/def2-TZVPD

**HOMO level (alpha / beta)**: -11.555 / -11.503 eV
**Molecular weight**: 123.15 g mol⁻¹
**Energy relative to the best compared isomer or geometry (same formula, charge and spin)**: 1.008 eV
**F_max**: 4.9 eV Å⁻¹
**Expectation value of S²**: 0.753
**Orbital gap (alpha / beta)**: 11.5 / 7.0 eV

```
! RIJCOSX wB97M-V def2-TZVPD def2/J DEFGRID3
* xyz 0 2
S 0.190 -1.937 -0.594
H -0.924 -1.553 -1.277
H -0.123 -0.830 1.319
H 1.052 0.049 1.836
O 0.037 -0.084 1.975
H -0.558 1.363 0.818
H -1.607 1.312 -0.141
O -0.894 1.891 0.070
H -1.774 -0.814 -0.346
H -3.178 -0.637 0.453
O -2.637 -0.385 -0.369
H 0.528 1.498 -1.098
H 1.017 0.173 -1.709
O 1.299 1.080 -1.702
H 2.125 -1.043 0.220
H 2.650 0.267 -0.054
O 2.797 -0.350 0.600
*
```

Atom-resolved charges from Mulliken, all expressed in e: -0.227 0.273 0.260 0.463 -0.712 0.425 0.401 -0.742 0.183 0.351 -0.657 0.469 0.220 -0.683 0.207 0.424 -0.657

=====

(2)
C3H3N3 | ωB97M-V/def2-TZVPD

**HOMO level**: -10.304 eV
**Molecular weight**: 81.08 g mol⁻¹
**Energy relative to the best compared isomer or geometry (same formula, charge and spin)**: 3.701 eV
**F_max**: 4.8 eV Å⁻¹
**Structure (SMILES)**: C=N/N=C\C#N
**Orbital gap**: 9.2 eV

```
! RIJCOSX wB97M-V def2-TZVPD def2/J DEFGRID3
* xyz 0 1
C 2.396 -0.444 0.090
N 1.140 -0.536 -0.090
N 0.629 0.771 -0.273
C -0.595 0.915 0.239
C -1.694 -0.033 0.015
N -2.530 -0.793 -0.030
H 3.006 -1.326 0.417
H 2.761 0.770 0.038
H -1.082 1.828 0.231
*
```

Atom-resolved charges from Mulliken, all expressed in e: -0.260 -0.271 -0.211 -0.173 0.344 -0.308 0.281 0.305 0.293

=====

(3)
C36H96O12 | ωB97M-V/def2-TZVPD

**HOMO level**: -9.581 eV
**Molecular weight**: 721.15 g mol⁻¹
**Energy relative to the best compared isomer or geometry (same formula, charge and spin)**: 2.580 eV
**F_max**: 4.0 eV Å⁻¹
**Structure (SMILES)**: CC(C)O.CC(C)O.CC(C)O.CC(C)O.CC(C)O.CC(C)O.CC(C)O.CC(C)O.CC(C)O.CC(C)O.CC(C)O.CC(C)O
**Orbital gap**: 10.0 eV

```
! RIJCOSX wB97M-V def2-TZVPD def2/J DEFGRID3
* xyz 0 1
C -0.380 5.896 -0.835
C -0.080 5.469 -2.245
C -1.389 4.989 -2.967
O 0.631 6.462 -3.035
H 0.525 6.206 -0.243
H -0.826 4.999 -0.395
H -1.152 6.702 -0.800
H 0.599 4.640 -2.336
H -2.026 4.368 -2.335
H -1.134 4.429 -3.856
H -1.917 5.891 -3.263
H 0.055 7.254 -3.027
C -6.130 0.191 1.435
C -4.822 -0.609 1.228
C -4.905 -1.200 -0.218
O -3.744 0.232 1.307
H -6.162 1.015 0.746
H -6.144 0.583 2.439
H -7.004 -0.409 1.261
H -4.831 -1.413 1.960
H -4.032 -1.810 -0.439
H -4.886 -0.386 -0.963
H -5.821 -1.823 -0.231
H -2.906 -0.272 1.338
C -3.737 0.575 -3.815
C -2.502 -0.139 -4.312
C -2.531 -1.645 -3.989
O -2.307 -0.059 -5.741
H -3.895 0.462 -2.726
H -4.542 0.068 -4.325
H -3.694 1.679 -4.029
H -1.591 0.220 -3.836
H -1.735 -2.092 -4.592
H -3.549 -1.900 -4.263
H -2.474 -1.842 -2.950
H -2.346 0.842 -6.102
C 1.340 2.113 4.339
C 2.832 1.901 4.433
C 3.324 2.826 5.567
O 3.153 0.527 4.814
H 0.916 1.457 3.642
H 1.196 3.145 3.940
H 0.776 2.027 5.274
H 3.337 2.113 3.465
H 3.099 3.854 5.357
H 4.368 2.657 5.753
H 2.802 2.487 6.431
H 4.077 0.438 4.619
C 3.209 1.663 -0.260
C 3.153 3.200 -0.423
C 1.833 3.660 0.254
O 4.346 3.819 0.152
H 4.038 1.130 -0.730
H 2.185 1.264 -0.428
H 3.291 1.436 0.815
H 3.084 3.455 -1.481
H 1.666 3.259 1.274
H 0.903 3.438 -0.275
H 1.857 4.777 0.413
H 4.304 4.721 -0.228
C 1.945 -4.031 -5.207
C 2.259 -4.500 -3.806
C 2.898 -3.416 -2.925
O 1.024 -4.992 -3.304
H 2.737 -3.424 -5.619
H 1.054 -3.353 -5.072
H 1.732 -4.809 -5.899
H 3.013 -5.310 -3.863
H 3.128 -3.891 -1.961
H 2.245 -2.545 -2.704
H 3.765 -2.940 -3.397
H 0.984 -5.467 -2.456
C 4.463 -3.425 2.588
C 3.843 -2.058 2.429
C 3.208 -1.889 1.049
O 2.859 -1.979 3.494
H 4.955 -3.627 3.549
H 5.134 -3.646 1.751
H 3.671 -4.156 2.468
H 4.586 -1.242 2.523
H 4.002 -2.280 0.409
H 2.972 -0.935 0.753
H 2.397 -2.639 0.919
H 3.017 -1.153 3.999
C -0.432 -1.927 5.143
C -0.774 -2.784 3.928
C -2.237 -2.807 3.532
O -0.018 -2.245 2.790
H 0.600 -1.564 5.173
H -0.674 -2.479 6.084
H -1.026 -0.994 5.128
H -0.376 -3.766 4.156
H -2.753 -1.886 3.786
H -2.798 -3.577 4.081
H -2.427 -3.111 2.478
H 0.854 -2.039 3.136
C -0.676 -4.479 -0.095
C 0.659 -5.162 0.052
C 1.016 -5.602 1.451
O 0.773 -6.292 -0.832
H -0.613 -3.480 0.310
H -1.549 -5.052 0.247
H -0.805 -4.342 -1.149
H 1.422 -4.466 -0.317
H 1.912 -6.202 1.484
H 0.207 -6.286 1.863
H 1.146 -4.774 2.122
H 0.219 -6.987 -0.482
C 0.908 -0.035 -5.122
C 0.971 1.462 -5.176
C 1.982 1.968 -4.145
O 1.311 1.854 -6.481
H 0.180 -0.501 -5.808
H 0.533 -0.368 -4.136
H 1.839 -0.534 -5.330
H -0.031 1.835 -4.868
H 1.600 1.601 -3.220
H 2.002 3.059 -4.148
H 2.971 1.631 -4.435
H 0.550 1.701 -7.016
C -2.428 4.450 3.333
C -2.509 3.048 2.824
C -2.889 2.106 3.972
O -3.508 2.972 1.784
H -1.612 4.494 4.120
H -3.415 4.776 3.675
H -2.070 5.140 2.557
H -1.551 2.780 2.352
H -2.166 2.174 4.786
H -3.154 1.037 3.901
H -3.741 2.628 4.389
H -3.637 1.997 1.643
C 0.211 -0.829 -0.824
C -0.554 0.035 0.125
C -1.450 1.117 -0.643
O -1.334 -0.713 1.038
H -0.517 -1.123 -1.606
H 0.769 -1.719 -0.472
H 1.014 -0.212 -1.273
H 0.205 0.622 0.707
H -2.251 0.587 -1.182
H -0.722 1.592 -1.344
H -1.970 1.744 0.047
H -0.781 -1.304 1.620
*
```

Results of the Mulliken charge analysis, in e, for atoms 1 through 99: -1.129 1.399 -1.266 -0.605 0.265 0.109 0.448 -0.514 0.248 0.244 0.479 0.368 -1.805 0.672 -1.064 0.359 0.360 0.408 0.499 0.263 0.140 0.048 0.549 -0.008 -0.967 1.754 -1.454 -0.607 -0.142 0.471 0.264 -0.596 0.246 0.527 0.183 0.349 -0.997 0.722 -1.608 -0.678 -0.149 0.350 0.519 0.091 0.399 0.433 0.397 0.373 -0.891 0.265 0.167 -0.593 0.444 0.035 -0.063 0.358 -0.431 -0.244 0.393 0.397 -1.139 0.670 -0.877 -0.550 0.376 0.002 0.410 0.208 0.274 -0.130 0.499 0.275 -1.579 0.766 0.351 -0.526 0.369 0.424 0.174 0.357 0.517 -0.552 -0.574 0.303 -1.359 0.880 -1.359 0.058 0.251 0.397 0.200 0.332 0.212 0.510 0.215 -0.399 -0.794 1.521 -1.202

=====

(4)
C25H38F16NO8P | ωB97M-V/def2-TZVPD

**HOMO level**: -9.364 eV
**Molecular weight**: 815.52 g mol⁻¹
**F_max**: 2.2 eV Å⁻¹
**Structure (SMILES)**: CCCCCCC[C@@]1(CCCCN)C(=O)OC[C@]1(O)P(=O)(O)O.FC(F)C(F)(F)COC(F)(F)C(F)F.FC(F)C(F)(F)COC(F)(F)C(F)F
**Orbital gap**: 9.5 eV

```
! RIJCOSX wB97M-V def2-TZVPD def2/J DEFGRID3
* xyz 0 1
C -0.713 1.744 1.824
C -1.978 2.584 2.086
C -3.128 1.699 2.558
C -3.909 1.070 1.394
C -3.785 -0.463 1.275
C -3.000 -0.917 0.039
C -2.580 -2.396 0.145
C -1.141 -2.802 -0.262
C -1.066 -3.101 -1.760
C -1.283 -1.825 -2.603
C -0.300 -1.705 -3.779
C 0.889 -0.804 -3.477
N 2.029 -1.569 -2.954
C 0.036 -1.897 0.121
O 0.162 -0.686 0.043
O 1.095 -2.688 0.519
C 0.763 -4.057 0.325
C -0.754 -4.029 0.623
O -0.777 -3.744 2.004
P -1.566 -5.615 0.267
O -2.961 -5.553 -0.156
O -1.445 -6.426 1.637
O -0.611 -6.346 -0.766
H -0.832 0.745 2.221
H 0.150 2.206 2.288
H -0.502 1.680 0.767
H -2.252 3.077 1.162
H -1.758 3.332 2.840
H -3.804 2.269 3.188
H -2.699 0.924 3.184
H -4.958 1.324 1.505
H -3.574 1.485 0.450
H -3.341 -0.882 2.173
H -4.779 -0.898 1.223
H -3.688 -0.786 -0.789
H -2.170 -0.245 -0.136
H -2.829 -2.750 1.135
H -3.218 -2.966 -0.519
H -1.867 -3.795 -1.978
H -0.111 -3.529 -2.031
H -1.215 -0.940 -1.989
H -2.285 -1.861 -3.014
H 0.074 -2.695 -4.024
H -0.810 -1.290 -4.638
H 1.203 -0.356 -4.416
H 0.591 0.003 -2.812
H 1.704 -2.355 -2.409
H 2.622 -1.001 -2.366
H 1.028 -4.463 -0.639
H 1.241 -4.615 1.124
H -1.671 -3.848 2.356
H -0.580 -6.253 2.040
H -1.132 -7.027 -1.218
F -1.332 1.840 -3.334
C -0.748 2.562 -2.361
F -1.534 2.472 -1.266
C -0.598 4.038 -2.746
F -1.815 4.596 -2.909
F -0.029 4.624 -1.655
C 0.314 4.406 -3.937
O -0.278 4.716 -5.198
C -0.510 3.791 -6.191
F 0.009 2.582 -5.913
F 0.120 4.237 -7.301
C -1.999 3.707 -6.552
F -2.728 3.310 -5.494
F -2.157 2.798 -7.542
H 0.225 2.122 -2.121
H 0.759 5.353 -3.637
H 1.143 3.707 -4.043
H -2.360 4.680 -6.888
F 2.787 1.966 3.720
C 2.393 0.690 3.880
F 1.113 0.710 4.314
C 3.248 -0.056 4.911
F 3.098 0.506 6.129
F 2.705 -1.305 4.975
C 4.750 -0.275 4.619
O 5.714 0.559 5.260
C 6.203 1.731 4.727
F 5.789 1.945 3.467
F 7.550 1.607 4.676
C 5.920 2.931 5.638
F 4.598 3.116 5.793
F 6.442 4.042 5.071
H 2.419 0.181 2.911
H 4.954 -1.255 5.047
H 4.944 -0.368 3.551
H 6.375 2.774 6.618
*
```

Atom-resolved charges from Mulliken, all expressed in e: -0.084 -0.849 -1.081 -0.512 -1.206 0.279 -2.371 3.148 -1.998 0.906 -1.817 0.285 -0.714 -0.705 -0.350 -0.403 -1.000 0.203 -0.684 0.764 -0.683 -0.564 -0.516 0.136 0.387 -0.292 0.339 0.328 0.431 0.486 0.518 0.258 0.554 0.359 0.377 -0.387 0.834 0.571 0.523 0.835 -0.649 0.557 0.482 0.480 0.493 -0.249 0.136 0.320 0.330 0.504 0.576 0.379 0.371 -0.243 0.187 -0.270 0.984 -0.278 -0.322 -0.895 -0.395 0.780 -0.279 -0.307 0.205 -0.203 -0.254 0.222 0.433 0.351 0.246 -0.273 0.215 -0.271 0.979 -0.281 -0.313 -0.871 -0.394 0.824 -0.288 -0.305 0.206 -0.214 -0.252 0.211 0.435 0.366 0.228

=====

Looking at E_tot for the records above, in order, we have -21249.09693 -7625.84817 -63457.38266 -97182.36737 eV.